{
  "formula": "C6H12N4S",
  "method": "ωB97M-V/def2-TZVPD",
  "elements": ["C", "C", "N", "H", "S", "H", "H", "C", "N", "H", "H", "C", "H", "C", "N", "H", "H", "H", "H", "C", "N", "H", "H"],
  "coordinates": [[-0.918, 0.853, 0.221], [2.547, -1.631, -0.326], [1.494, -0.637, -0.244], [2.824, 1.710, -1.652], [-4.221, -0.251, -0.812], [-5.145, 0.641, -0.420], [3.165, -1.467, -1.209], [-2.234, 1.367, 0.388], [0.339, -1.170, 0.028], [-2.564, 1.987, -0.451], [-2.312, 1.998, 1.279], [-1.986, -1.119, 0.514], [-2.166, -1.877, -0.253], [-3.054, -0.001, 0.533], [-0.730, -0.412, 0.204], [2.848, 2.157, 0.032], [-3.593, 0.039, 1.480], [2.087, -2.616, -0.367], [3.741, 0.697, -0.483], [2.836, 1.290, -0.638], [1.649, 0.591, -0.428], [3.175, -1.576, 0.566], [-1.889, -1.632, 1.475]],
  "atomic_forces_ev_per_a": [[1.16, 2.07, -0.61], [1.20, -1.18, 0.02], [1.63, 1.06, -0.48], [-0.17, 0.01, -0.08], [0.17, -0.13, -0.11], [0.04, 0.00, 0.12], [-0.18, 0.12, 0.00], [-0.53, -0.43, 0.38], [-1.18, -1.00, 0.31], [0.18, -0.02, -0.15], [0.07, 0.00, 0.07], [-1.25, -1.09, 0.23], [0.05, 0.13, 0.03], [-0.32, 0.31, -0.05], [0.04, -0.44, 0.17], [-0.26, 0.01, -0.04], [0.20, -0.13, -0.03], [0.01, 0.15, -0.03], [0.00, 0.10, -0.14], [1.72, -0.58, 0.13], [-2.58, 0.78, 0.38], [-0.10, 0.12, 0.00], [0.11, 0.15, -0.12]],
  "energy_ev": -23187.479,
  "spin_multiplicity": 3,
  "total_charge": 2,
  "molar_mass_da": 172.3
}